DFT (the ωB97M-V functional and the def2-TZVPD basis) results for C12H13NOS as an isolated structure.

Geometry (Å):
S1 2.670 -0.909 -2.203
O1 3.742 0.857 1.178
N1 1.996 1.109 -0.400
C1 -3.311 1.634 0.197
C2 -1.920 -0.587 -0.847
C3 1.598 -0.126 -0.929
C4 2.281 -0.941 0.253
C5 1.983 2.421 -0.853
C6 2.769 0.495 0.584
C7 -2.996 1.589 -1.131
C8 -2.244 0.496 -1.642
C9 -3.048 0.493 0.952
C10 1.397 -1.719 1.233
C11 -2.319 -0.588 0.462
C12 3.187 -1.812 -0.616
H1 1.440 -1.451 2.296
H2 -1.235 -1.306 -1.137
H3 2.173 3.222 -0.118
H4 -1.899 -1.291 1.153
H5 -3.554 2.642 0.697
H6 -3.240 2.308 -1.803
H7 -3.117 0.425 2.004
H8 1.673 2.746 -1.821
H9 2.884 -2.929 -0.637
H10 4.189 -1.571 -0.640
H11 1.605 -2.834 1.270
H12 0.301 -1.652 0.959
H13 -1.835 0.714 -2.617

largest force on an atom	3.48	eV/A
relative energy (zero: lowest compared OMol25 entry of this formula, charge and spin)	3.885	eV


DFT (the ωB97M-V functional and the def2-TZVPD basis) results for one molecule with the formula C12H13P.

Geometry (Å):
P1 -0.722 1.297 0.450
C1 -1.177 -1.671 1.554
C2 -2.079 0.331 -0.232
C3 -0.241 -1.704 0.410
C4 2.805 2.107 -2.327
C5 -2.243 -2.442 2.103
C6 1.521 2.517 -2.687
C7 -1.116 -1.836 3.008
C8 0.447 2.216 -1.867
C9 -1.063 -0.464 0.667
C10 1.972 0.810 -0.536
C11 3.045 1.148 -1.346
C12 0.689 1.336 -0.898
H1 -3.048 0.414 0.227
H2 1.259 3.216 -3.475
H3 -0.427 2.813 -1.933
H4 -2.210 -0.049 -1.223
H5 -3.271 -1.971 2.322
H6 -0.392 -2.441 -0.371
H7 2.035 0.115 0.293
H8 4.007 0.593 -1.205
H9 -2.447 -3.531 2.301
H10 -0.581 -2.583 3.529
H11 0.819 -1.657 0.582
H12 3.630 2.377 -2.928
H13 -1.209 -0.938 3.583

largest force on an atom	5.22	eV/A
relative energy (zero: lowest compared OMol25 entry of this formula, charge and spin)	2.610	eV
SMILES string	c1ccc(P2C[C@@]23CC32CC2)cc1


DFT (the ωB97M-V functional and the def2-TZVPD basis) results for C12H14AgCl3N2 as an isolated structure.

Geometry (Å):
Ag1 0.132 1.843 -2.559
Cl1 -1.347 0.114 -2.802
Cl2 -0.960 2.560 -0.739
Cl3 0.568 3.636 -3.884
N1 -2.402 1.816 1.822
N2 2.373 -2.487 -1.168
C1 1.471 -1.640 0.911
C2 -1.748 -0.057 0.453
C3 -1.104 1.891 2.286
C4 -3.389 2.807 2.153
C5 0.592 -0.809 0.169
C6 0.805 -0.644 -1.224
C7 2.331 -2.558 0.182
C8 -0.095 1.038 1.836
C9 -0.415 0.103 0.838
C10 1.653 -1.539 -1.910
C11 -2.711 0.821 0.949
C12 3.396 -3.354 -1.824
H1 1.554 -1.589 1.987
H2 1.922 -1.456 -2.952
H3 2.946 -3.233 0.758
H4 -4.180 2.435 2.805
H5 -0.870 2.749 2.899
H6 3.686 -4.194 -1.193
H7 0.276 0.120 -1.773
H8 2.925 -3.946 -2.610
H9 -3.013 3.604 2.794
H10 -2.019 -0.812 -0.270
H11 -3.731 3.283 1.234
H12 4.212 -2.687 -2.100
H13 0.907 1.238 2.185
H14 -3.765 0.945 0.748

largest force on an atom	3.72	eV/A
relative energy (zero: lowest compared OMol25 entry of this formula, charge and spin)	1.319	eV


DFT (the ωB97M-V functional and the def2-TZVPD basis) results for C12H14AsN6S5Tc as an isolated structure.

Geometry (Å):
Tc1 1.231 0.692 -0.245
As1 4.472 0.775 -0.170
S1 6.474 0.331 0.615
S2 2.862 2.057 0.700
S3 3.024 -0.661 -0.993
S4 0.890 2.132 -2.078
S5 6.293 1.427 -1.204
N1 -0.216 -0.676 -1.719
N2 -0.500 -0.038 -2.929
N3 -1.218 0.492 -4.914
N4 -0.294 2.006 0.844
N5 -0.530 1.508 -4.374
N6 0.425 -0.511 1.223
C1 0.314 -2.618 2.372
C2 -1.826 -1.806 -4.218
C3 -1.220 -0.478 -4.046
C4 -0.385 0.039 2.195
C5 -0.477 -2.069 3.375
C6 -1.525 1.989 3.034
C7 -0.758 1.372 2.068
C8 -1.625 -0.063 4.291
C9 0.744 -1.823 1.329
C10 -0.076 1.218 -3.167
C11 -0.840 -0.713 3.310
C12 -1.955 1.265 4.154
H1 -0.824 -2.684 4.199
H2 0.316 -1.526 -1.909
H3 -1.109 2.246 0.276
H4 -1.097 -0.961 -1.287
H5 -1.806 3.034 2.940
H6 -1.058 -2.546 -4.465
H7 -2.366 -2.149 -3.334
H8 0.601 -3.661 2.401
H9 0.123 2.911 1.074
H10 -0.418 2.368 -4.909
H11 -2.514 -1.771 -5.062
H12 1.369 -2.248 0.555
H13 -1.952 -0.622 5.160
H14 -2.553 1.761 4.908

largest force on an atom	1.78	eV/A
total charge	+4
energy	-138781.806	eV


DFT (the ωB97M-V functional and the def2-TZVPD basis) results for C12H14BBaCl3N6O2 as an isolated structure.

Geometry (Å):
Ba1 -0.263 -0.607 1.542
Cl1 -0.095 2.336 6.194
Cl2 1.567 -0.054 6.092
Cl3 2.590 2.502 5.095
O1 -0.637 0.893 3.710
O2 1.480 0.839 2.935
N1 -1.012 -1.409 -1.068
N2 -0.653 1.422 -0.994
N3 -0.261 1.249 -2.305
N4 -0.537 -1.234 -2.362
N5 1.725 -0.193 -1.841
N6 1.636 -0.136 -0.453
C1 -2.017 -2.887 -2.448
C2 -0.587 2.337 -3.030
C3 0.615 1.074 3.833
C4 -1.204 3.246 -2.170
C5 -1.222 2.634 -0.901
C6 -2.356 -1.752 2.809
C7 -1.932 -2.398 -1.127
C8 3.017 -0.249 -2.217
C9 3.804 -0.177 -1.070
C10 1.153 1.488 5.278
C11 2.903 -0.083 0.009
C12 -1.113 -2.126 -3.189
B1 0.445 -0.080 -2.708
H1 0.712 -0.074 -3.872
H2 -0.359 2.371 -4.076
H3 -2.751 -1.060 2.035
H4 -2.492 -2.713 -0.253
H5 -1.444 -2.311 2.508
H6 -1.606 3.006 0.038
H7 -3.102 -2.542 2.931
H8 -2.202 -1.219 3.762
H9 4.877 -0.184 -1.021
H10 -1.589 4.216 -2.418
H11 -2.645 -3.673 -2.814
H12 3.116 0.035 1.068
H13 -0.842 -2.154 -4.237
H14 3.281 -0.333 -3.264

largest force on an atom	2.71	eV/A
total charge	+2
energy	-64626.585	eV


DFT (the ωB97M-V functional and the def2-TZVPD basis) results for C12H14BCrF6N2O2 as an isolated structure.

Geometry (Å):
Cr1 -0.605 0.390 -0.019
F1 0.759 0.036 -4.755
F2 3.776 -1.587 -0.492
F3 -2.027 2.918 0.850
F4 4.582 -2.071 -3.014
F5 -1.580 2.768 -1.290
F6 -0.160 0.485 -2.185
O1 -3.549 -0.620 -0.677
O2 -1.611 -1.625 -0.388
N1 -0.273 0.191 2.091
N2 1.355 0.039 -0.102
C1 1.100 -0.060 -2.429
C2 -2.251 -0.573 -0.396
C3 2.719 -0.981 -3.928
C4 -0.983 1.057 3.038
C5 3.446 -1.383 -2.815
C6 -0.598 -1.192 2.451
C7 -4.267 0.597 -0.772
C8 1.179 0.434 2.244
C9 1.849 -0.372 -1.264
C10 1.996 -0.260 1.151
C11 3.041 -1.103 -1.526
C12 1.517 -0.327 -3.710
B1 -1.410 2.177 -0.095
H1 -0.652 0.848 4.063
H2 -2.056 0.885 2.961
H3 -0.317 -1.406 3.488
H4 -0.091 -1.888 1.788
H5 -0.799 2.106 2.815
H6 1.510 0.097 3.237
H7 -1.671 -1.354 2.339
H8 3.058 -1.206 -4.925
H9 -5.315 0.319 -0.860
H10 -3.960 1.156 -1.659
H11 2.045 -1.346 1.330
H12 -4.120 1.217 0.115
H13 1.335 1.515 2.159
H14 3.027 0.121 1.179

multiplicity	2
<S²>	0.773
largest force on an atom	4.43	eV/A
relative energy (zero: lowest compared OMol25 entry of this formula, charge and spin)	0.000	eV


DFT (the ωB97M-V functional and the def2-TZVPD basis) results for C12H14Br3Cl15O6 as an isolated structure.

Geometry (Å):
Br1 -5.492 3.025 1.848
Br2 -3.268 0.713 2.768
Br3 -2.703 3.840 3.308
Cl1 -3.095 0.782 -3.669
Cl2 3.137 3.823 -3.506
Cl3 0.119 -2.496 3.909
Cl4 3.014 1.740 4.105
Cl5 5.801 1.841 3.365
Cl6 -2.396 2.551 -1.474
Cl7 -3.564 -2.664 1.258
Cl8 -0.826 2.621 -4.090
Cl9 3.942 3.712 2.180
Cl10 -5.919 -3.995 1.560
Cl11 -3.840 -4.371 3.560
Cl12 3.541 4.937 -1.006
Cl13 0.823 5.254 -2.227
Cl14 0.538 -4.799 5.481
Cl15 -1.784 -3.005 6.175
O1 -0.309 0.707 0.259
O2 0.805 -1.476 -3.554
O3 2.745 -0.677 -4.353
O4 1.483 -0.606 0.522
O5 1.608 0.611 -2.817
O6 1.679 1.667 0.821
C1 2.435 -1.921 -5.043
C2 -0.124 -3.118 5.506
C3 2.270 4.222 -1.940
C4 4.135 2.008 2.805
C5 0.406 -1.449 0.362
C6 1.686 -0.428 -3.487
C7 -1.821 1.661 -2.919
C8 0.967 -2.166 -4.750
C9 -4.667 -3.237 2.532
C10 1.045 0.690 0.455
C11 -3.561 2.537 2.016
C12 -0.787 -0.555 0.621
H1 2.831 -1.652 -6.022
H2 -1.172 0.874 -2.536
H3 0.736 -3.231 -4.724
H4 1.967 3.257 -1.532
H5 0.472 -2.314 1.023
H6 2.957 -2.801 -4.667
H7 3.890 1.291 2.021
H8 -1.102 -0.517 1.664
H9 -1.716 -0.807 0.111
H10 0.354 -1.883 -0.636
H11 0.342 -1.824 -5.575
H12 -2.998 2.552 1.083
H13 -5.126 -2.453 3.134
H14 0.541 -2.472 6.078

multiplicity	2
<S²>	0.754
largest force on an atom	4.43	eV/A
total charge	-1
energy	-422918.492	eV


DFT (the ωB97M-V functional and the def2-TZVPD basis) results for a 5-piece molecular cluster, C12H14Cl17N2O2 overall.

Geometry (Å):
Cl1 -4.565 1.329 -4.213
Cl2 -7.003 -1.040 2.543
Cl3 -2.225 1.818 -2.556
Cl4 -5.450 1.027 1.206
Cl5 -4.095 -1.127 2.618
Cl6 -4.590 5.076 -4.013
Cl7 7.166 -1.360 -1.096
Cl8 -7.371 4.273 -3.723
Cl9 -0.255 3.762 1.071
Cl10 -5.529 0.917 4.113
Cl11 -4.157 -0.214 -1.781
Cl12 -6.489 6.854 -2.710
Cl13 -6.657 6.397 -5.579
Cl14 7.910 -4.053 -0.284
Cl15 9.511 -2.634 -2.256
Cl16 -4.864 2.603 -1.615
Cl17 6.848 -3.579 -2.951
O1 1.694 0.980 -1.164
O2 4.632 -3.454 0.147
N1 2.034 -2.175 0.795
N2 1.737 0.047 -0.197
C1 -6.277 5.650 -4.006
C2 -3.953 1.384 -2.541
C3 -0.241 2.214 2.139
C4 -1.376 1.126 1.679
C5 1.298 1.654 2.163
C6 2.288 -3.625 1.145
C7 1.767 -1.210 1.929
C8 1.566 0.298 1.285
C9 -5.519 -0.056 2.620
C10 2.010 -1.434 -0.528
C11 7.859 -2.906 -1.647
C12 3.410 -4.298 0.132
H1 1.739 -1.467 3.071
H2 -2.361 1.388 2.301
H3 -1.132 0.009 1.928
H4 2.794 -3.625 2.222
H5 1.313 -4.267 1.235
H6 2.024 2.512 1.799
H7 -0.491 2.580 3.244
H8 0.804 1.439 -1.175
H9 -1.656 1.329 0.554
H10 3.030 -4.397 -0.988
H11 1.628 1.423 3.286
H12 3.734 -5.363 0.540
H13 5.263 -3.861 0.827
H14 2.197 -1.942 -1.566

largest force on an atom	6.18	eV/A
total charge	+1
relative energy (zero: lowest compared OMol25 entry of this formula, charge and spin)	6.809	eV